# 1
Formula: C26H31FeN8O4S2
Source: the OMol25 dataset
Level of theory: ωB97M-V with the def2-TZVPD basis set

Each line ends with the Löwdin spin population.
Positions of all 72 atoms, in Å:
Fe  0.4143  -1.1248  0.6563  3.67
C  -0.6561  1.9945  1.8194  0.00
N  -0.9537  0.5283  2.0373  0.03
C  -0.6857  0.2042  3.5355  0.00
C  -2.1988  0.0241  1.5367  0.01
C  -3.3381  0.8168  1.4044  0.00
C  -4.5570  0.3312  0.9703  0.00
C  -4.6987  -1.0325  0.6164  0.00
C  -3.6005  -1.8787  0.7240  0.00
C  -2.3481  -1.3558  1.1472  0.01
N  -1.1793  -2.1437  1.1555  0.05
C  -1.0226  -3.4941  1.4581  0.01
C  -1.7262  -4.0347  2.4683  0.01
C  -1.2261  -5.2292  3.0541  0.00
C  -0.1802  -5.9064  2.4890  0.01
C  0.4856  -5.4399  1.3627  0.00
C  0.1173  -4.2075  0.8189  0.01
N  0.8520  -3.6173  -0.2887  0.02
C  2.3189  -3.8977  -0.3115  0.00
C  0.2650  -4.0404  -1.5786  0.00
H  -1.3957  2.6620  2.2406  0.00
H  0.3471  2.2086  2.3192  0.00
H  -0.5962  2.1768  0.7275  0.00
H  -1.5869  0.4829  4.1034  0.00
H  -0.4453  -0.8633  3.5878  0.00
H  0.1193  0.8056  3.9563  0.00
H  -3.1839  1.9038  1.6754  0.00
H  -5.3773  1.0124  1.0023  0.00
H  -5.5573  -1.4830  0.1843  0.00
H  -3.6343  -2.9771  0.5058  0.00
H  -2.5424  -3.3613  2.8961  0.00
H  -1.7483  -5.6337  3.9087  0.00
H  0.1244  -6.8934  2.9077  0.00
H  1.3752  -5.9793  1.0804  0.00
H  2.5077  -4.9355  -0.7118  0.00
H  2.8318  -3.2136  -1.0359  0.00
H  2.7909  -3.7787  0.6940  0.00
H  0.5176  -5.0742  -1.8449  0.00
H  -0.8352  -3.9216  -1.4720  0.00
H  0.7283  -3.3177  -2.2883  0.00
N  2.2864  -0.1175  0.6288  0.03
N  2.8741  -0.5364  1.8997  0.00
C  2.4012  -1.6938  2.5280  0.01
O  3.2765  -2.3588  3.1181  0.01
O  1.1456  -1.9539  2.4741  0.05
H  2.9900  -0.3737  -0.0600  0.00
H  2.1461  0.9180  0.5558  0.00
H  3.8525  -0.5434  1.7530  0.00
N  0.0992  8.1931  -3.2567  0.00
C  0.4397  6.9182  -2.9704  0.00
C  0.0067  6.2420  -1.7794  0.00
C  0.5940  5.0204  -1.4174  0.00
C  1.3905  4.4018  -2.4036  0.00
C  1.7433  4.9944  -3.6407  0.00
C  1.1599  6.1980  -3.9358  0.00
S  2.4065  2.9987  -1.8413  0.00
O  3.2708  3.5096  -0.7395  0.00
O  3.1065  2.4370  -2.9798  0.00
N  1.3335  1.9474  -1.1255  0.00
C  0.9063  0.8734  -1.7830  0.01
S  0.7795  1.0095  -3.5830  0.00
C  -0.2253  -0.4133  -3.5218  0.00
C  -0.3626  -0.9087  -2.2526  0.01
N  0.3914  -0.2720  -1.3009  0.04
H  -0.5610  8.7211  -2.7375  0.00
H  0.3184  8.5134  -4.1879  0.00
H  -0.6982  6.7080  -1.1026  0.00
H  0.4762  4.5031  -0.4498  0.00
H  2.4403  4.4914  -4.2676  0.00
H  1.2674  6.7933  -4.8588  0.00
H  -0.6787  -0.8933  -4.3914  0.00
H  -1.0981  -1.6431  -1.8820  0.00

HOMO (alpha / beta) (eV): -3.9 / -4.0
Relative energy (zero: lowest compared OMol25 entry of this formula, charge and spin) (kJ/mol): 33.0
DFT total energy (eV): -103634.3825
Kohn-Sham gap (alpha / beta) (eV): 6.2345 / 6.2631
E_LUMO (alpha / beta) (eV): 2.31 / 2.31
Charge: -1
<S²>: 6.0096
Spin multiplicity: 5

---

# 2
Formula: C3HMnO3
Source: the OMol25 dataset
Level of theory: ωB97M-V with the def2-TZVPD basis set

Each line ends with the natural charge from an NBO analysis.
Positions of all 8 atoms, in Å:
C  -2.1009  -0.5795  0.0859  0.51
C  -1.0665  -1.2474  0.4654  -0.15
O  0.2051  -1.0571  -0.1053  -0.34
C  0.7184  0.1108  -0.0837  0.62
O  1.9540  0.2348  -0.1300  -0.85
Mn  3.3090  1.3948  -0.0454  1.49
O  -3.0207  0.1780  -0.0394  -0.44
H  0.0016  0.9657  -0.1476  0.17

HOMO (alpha / beta) (eV): -10.8 / -11.5
Relative energy (zero: lowest compared OMol25 entry of this formula, charge and spin) (kJ/mol): 0.0
DFT total energy (eV): -40574.9192
Kohn-Sham gap (alpha / beta) (eV): 2.5388 / 4.0962
E_LUMO (alpha / beta) (eV): -8.26 / -7.39
Charge: +1
<S²>: 9.0298
Spin multiplicity: 6

---

# 3
Formula: C28H57F3NO
Source: the OMol25 dataset
Level of theory: ωB97M-V with the def2-TZVPD basis set

Each line ends with the Löwdin charge.
Positions of all 90 atoms, in Å:
C  2.0290  0.2217  3.0798  -0.05
C  1.5836  -0.7131  1.9713  -0.33
C  1.3933  -0.2087  0.5642  -0.06
C  1.3431  -2.0035  2.3222  -0.13
C  2.0711  -3.1902  1.7334  -0.18
C  1.2767  -4.5089  1.6766  -0.16
C  1.1157  -5.2884  3.0255  -0.34
C  1.9609  -4.7552  4.1983  -0.06
C  -0.3710  -5.4763  3.4381  -0.16
C  -1.1595  -4.1623  3.4973  -0.14
C  -2.6817  -4.4687  3.3226  -0.27
C  -3.1266  -4.3512  1.8499  0.01
N  -3.7767  -3.0429  1.4661  0.08
C  -2.9136  -2.2373  0.5779  -0.71
F  -3.5575  -1.1808  0.1715  0.22
F  -1.8416  -1.8541  1.1882  0.25
F  -2.6128  -2.9196  -0.4824  0.24
C  -4.3422  -2.2609  2.6184  -0.02
C  -3.5303  -2.3719  3.9122  -0.36
C  -4.3242  -1.6668  5.0328  0.01
O  -3.4648  -3.7439  4.2624  -0.05
H  1.5482  1.1997  2.9513  0.08
H  3.1141  0.3186  3.0104  0.09
H  1.7723  -0.2488  4.0318  0.08
H  0.6207  0.5704  0.6290  0.08
H  2.2845  0.3100  0.1855  0.09
H  1.0310  -0.9711  -0.1255  0.07
H  0.6028  -2.1574  3.1116  0.08
H  2.2831  -2.9153  0.6854  0.12
H  3.0536  -3.3046  2.1947  0.12
H  1.8179  -5.1658  0.9871  0.11
H  0.2827  -4.3579  1.2372  0.09
H  1.4805  -6.3030  2.8314  0.13
H  1.5835  -5.2407  5.1085  0.08
H  3.0000  -5.0793  4.1251  0.09
H  1.8712  -3.6813  4.3702  0.07
H  -0.3793  -5.9305  4.4332  0.12
H  -0.7977  -6.1835  2.7143  0.12
H  -0.8811  -3.5117  2.6628  0.07
H  -0.9877  -3.6164  4.4258  0.13
H  -2.7940  -5.5205  3.5936  0.16
H  -2.2663  -4.6025  1.2278  0.14
H  -3.8598  -5.1351  1.6508  0.15
H  -4.5774  -3.2860  0.8725  0.21
H  -5.3190  -2.7034  2.8336  0.16
H  -4.5269  -1.2103  2.3928  0.15
H  -2.5489  -1.8890  3.8177  0.15
H  -3.6343  -1.3968  5.8300  0.10
H  -5.0472  -2.3925  5.4073  0.10
H  -4.7986  -0.7849  4.5970  0.09
C  -1.7801  0.9901  -1.1677  -0.11
C  -1.9315  0.3831  -2.5584  -0.26
C  -0.6709  -0.3331  -3.0418  -0.22
C  0.5619  0.5593  -3.1922  -0.22
C  0.3879  1.7483  -4.1353  -0.27
C  0.0946  1.3413  -5.5758  -0.10
H  -1.0012  1.7533  -1.1426  0.07
H  -2.7133  1.4620  -0.8525  0.08
H  -1.5279  0.2198  -0.4356  0.04
H  -2.2265  1.1608  -3.2667  0.10
H  -2.7543  -0.3393  -2.5396  0.10
H  -0.8876  -0.8221  -3.9955  0.10
H  -0.4292  -1.1411  -2.3400  0.10
H  1.3939  -0.0570  -3.5470  0.12
H  0.8655  0.9318  -2.2081  0.09
H  1.3091  2.3370  -4.1194  0.10
H  -0.4037  2.4101  -3.7715  0.09
H  0.8959  0.7155  -5.9739  0.08
H  0.0128  2.2246  -6.2106  0.07
H  -0.8443  0.7910  -5.6584  0.07
C  0.9606  5.1926  -2.0121  -0.11
C  2.4063  5.0868  -2.4875  -0.27
C  3.2158  6.3612  -2.2543  -0.23
C  2.7080  7.5959  -3.0010  -0.23
C  2.6253  7.4450  -4.5198  -0.27
C  3.9782  7.1898  -5.1767  -0.11
H  0.4135  5.9675  -2.5509  0.07
H  0.4387  4.2464  -2.1740  0.05
H  0.9189  5.4212  -0.9446  0.08
H  2.4244  4.8115  -3.5461  0.09
H  2.8911  4.2658  -1.9504  0.10
H  4.2576  6.1717  -2.5280  0.10
H  3.2250  6.5845  -1.1824  0.11
H  3.3654  8.4381  -2.7634  0.11
H  1.7203  7.8724  -2.6203  0.10
H  2.2033  8.3642  -4.9346  0.10
H  1.9306  6.6429  -4.7857  0.10
H  4.6749  8.0021  -4.9599  0.08
H  3.8681  7.1230  -6.2602  0.07
H  4.4243  6.2545  -4.8344  0.06

HOMO (eV): -9.8
DFT total energy (eV): -41642.2694
Kohn-Sham gap (eV): 6.7099
E_LUMO (eV): -3.13
Charge: +1

---

# 4
Formula: C3H10BN
Source: the OMol25 dataset
Level of theory: ωB97M-V with the def2-TZVPD basis set

Each line ends with the natural charge from an NBO analysis.
Positions of all 15 atoms, in Å:
B  -0.2271  0.5241  -0.0552  0.91
C  -1.2888  1.6804  0.0100  -1.04
C  -1.3452  -1.7647  -0.0607  -0.84
C  2.1175  -0.4362  0.0154  -0.40
N  1.1294  0.6195  0.0239  -0.91
H  -1.2669  2.3036  -0.8848  0.24
H  -1.1058  2.3353  0.8622  0.23
H  -2.3053  1.3085  0.1094  0.25
H  -0.5929  -2.4575  -0.3924  0.18
H  -2.1642  -1.6337  -0.7408  0.19
H  -1.6274  -1.8759  0.9690  0.19
H  2.8127  -0.3098  -0.8190  0.19
H  2.6920  -0.4352  0.9458  0.19
H  1.6091  -1.3919  -0.0852  0.22
H  1.5631  1.5335  0.1024  0.40

HOMO (eV): -7.7
Relative energy (zero: lowest compared OMol25 entry of this formula, charge and spin) (kJ/mol): 238.3
DFT total energy (eV): -5438.0437
Kohn-Sham gap (eV): 8.2957
E_LUMO (eV): 0.59
Charge: 0